(1)
ORCA calculation (wB97M-V/def2-TZVPD) on 2 unconnected molecules or ions with the total composition C7H18FNO3PS in a non-equilibrium geometry.

* net charge: +1
* frontier orbital gap: 0.308 Eh
* E_tot: -1397.07158 Eh
* LUMO level: -0.132 Ha

Structure (XYZ):
```
32
Properties=species:S:1:pos:R:3:lowdin_charge:R:1
C 1.963 -1.900 -0.028 -0.130
C 1.650 -3.361 -0.483 -0.244
C 0.132 -3.699 -0.597 -0.545
F 0.047 -5.081 -0.860 -0.090
P -0.784 -2.861 -2.006 0.903
S -1.913 -1.266 -1.065 0.471
C -2.907 -2.103 0.242 -0.165
O -2.775 -0.546 -2.032 -0.390
O -0.923 -0.377 -0.369 -0.490
H 1.589 -1.658 0.996 0.079
H 3.081 -1.824 0.039 0.081
H 1.658 -1.129 -0.778 0.055
H 2.092 -4.047 0.284 0.123
H 2.172 -3.623 -1.437 0.120
H -0.417 -3.541 0.357 0.109
H 0.145 -2.281 -2.939 -0.033
H -3.810 -1.509 0.515 0.083
H -2.248 -2.194 1.139 0.065
H -3.175 -3.122 -0.122 0.073
C -0.512 5.121 0.865 0.044
C 0.769 4.350 0.884 -0.426
O 1.753 4.624 1.506 0.186
N 0.887 3.120 0.098 0.090
C 0.512 1.896 0.889 0.037
H -0.304 6.164 1.092 0.111
H -0.974 5.066 -0.123 0.099
H -1.196 4.711 1.610 0.111
H 0.316 3.180 -0.748 0.190
H 1.888 3.061 -0.111 0.193
H 0.337 1.088 0.179 0.057
H -0.396 2.095 1.453 0.115
H 1.339 1.645 1.550 0.118
```

=====

(2)
ORCA calculation (wB97M-V/def2-TZVPD) on 3 unconnected molecules or ions with the total composition C29H58BN4O10 in a non-equilibrium geometry.

* net charge: +1
* frontier orbital gap: 0.261 Eh
* E_tot: -2135.74748 Eh
* LUMO level: -0.117 Ha

Structure (XYZ):
```
102
Properties=species:S:1:pos:R:3:lowdin_charge:R:1
C -0.206 -0.647 0.553 0.180
C 0.259 0.432 0.353 -0.097
C 0.849 1.705 -0.029 -0.262
C 1.929 2.070 1.025 -0.050
C 2.364 3.575 1.028 -0.237
C 1.726 4.305 2.243 -0.107
C 2.563 5.417 2.890 -0.148
C 1.695 6.384 3.755 -0.075
C 0.525 5.690 4.390 -0.520
O 0.619 4.947 5.324 0.151
O -0.681 5.983 3.799 0.083
B 3.961 3.514 1.209 -0.628
O 4.819 4.004 0.232 0.172
O 4.504 2.981 2.324 0.241
N 1.959 4.247 -0.250 -0.005
C 2.318 5.694 -0.317 -0.092
C 1.940 6.335 -1.668 -0.043
C 0.741 7.268 -1.683 -0.504
O 0.171 7.476 -2.711 0.164
O 0.385 7.928 -0.541 0.107
C 0.498 4.081 -0.611 -0.052
C -0.177 2.851 -0.009 -0.240
C -1.453 2.535 -0.821 -0.083
C -2.671 3.008 -0.023 -0.413
C -3.541 1.982 0.623 -0.027
N -2.932 4.248 0.125 0.150
H -0.570 -1.637 0.727 0.053
H 1.322 1.653 -1.014 0.163
H 2.794 1.428 0.854 0.133
H 1.526 1.788 1.993 0.133
H 0.790 4.768 1.915 0.113
H 1.455 3.602 3.025 0.133
H 3.316 5.012 3.560 0.124
H 3.073 6.050 2.169 0.111
H 2.357 6.809 4.503 0.132
H 1.365 7.210 3.128 0.119
H -1.097 5.178 3.467 0.116
H 5.121 3.285 -0.338 0.130
H 3.860 2.596 2.929 0.128
H 2.493 3.800 -0.996 0.190
H 3.378 5.850 -0.160 0.133
H 1.798 6.228 0.470 0.114
H 1.825 5.595 -2.454 0.129
H 2.788 6.945 -1.977 0.145
H 0.100 7.320 0.152 0.102
H -0.013 4.966 -0.238 0.124
H 0.390 4.031 -1.688 0.144
H -0.473 2.988 1.029 0.150
H -1.558 1.463 -0.970 0.109
H -1.476 3.027 -1.791 0.126
H -2.974 1.078 0.844 0.069
H -4.393 1.733 -0.007 0.095
H -3.928 2.353 1.568 0.085
H -2.260 4.807 -0.403 0.039
C 4.928 -6.025 -2.293 -0.110
O 4.639 -4.775 -2.893 -0.196
C 3.913 -4.857 -4.114 -0.215
C 2.486 -4.378 -3.946 -0.217
N 1.697 -5.303 -3.144 -0.044
C 0.400 -4.786 -2.713 -0.197
C 0.354 -3.538 -1.840 -0.227
O 0.853 -3.712 -0.522 -0.203
C 2.260 -3.628 -0.390 -0.097
H 5.667 -5.849 -1.513 0.089
H 4.042 -6.472 -1.829 0.076
H 5.345 -6.728 -3.018 0.090
H 3.946 -5.868 -4.528 0.124
H 4.414 -4.190 -4.822 0.122
H 2.025 -4.284 -4.934 0.125
H 2.532 -3.374 -3.500 0.101
H 2.227 -5.561 -2.323 0.069
H -0.088 -5.586 -2.153 0.109
H -0.211 -4.605 -3.603 0.126
H -0.703 -3.280 -1.719 0.109
H 0.829 -2.670 -2.315 0.109
H 2.694 -2.913 -1.095 0.086
H 2.734 -4.604 -0.515 0.075
H 2.476 -3.291 0.625 0.086
C -2.714 -5.337 2.938 -0.114
O -3.878 -5.904 2.374 -0.189
C -5.082 -5.199 2.652 -0.213
C -5.610 -4.492 1.421 -0.212
N -4.761 -3.369 1.040 -0.052
C -5.042 -2.806 -0.278 -0.203
C -4.905 -3.703 -1.505 -0.224
O -3.574 -4.081 -1.805 -0.187
C -3.073 -5.187 -1.073 -0.090
H -1.917 -6.074 2.853 0.090
H -2.397 -4.432 2.405 0.069
H -2.858 -5.097 3.995 0.089
H -4.949 -4.502 3.484 0.122
H -5.819 -5.945 2.957 0.124
H -6.617 -4.120 1.631 0.125
H -5.688 -5.242 0.624 0.106
H -3.795 -3.669 1.059 0.061
H -4.357 -1.964 -0.415 0.109
H -6.055 -2.389 -0.265 0.118
H -5.244 -3.120 -2.365 0.122
H -5.553 -4.586 -1.459 0.115
H -3.846 -5.926 -0.854 0.094
H -2.596 -4.857 -0.145 0.073
H -2.305 -5.663 -1.682 0.074
```

=====

(3)
ORCA calculation (wB97M-V/def2-TZVPD) on a gas-phase ion, C3H3N2S (charge +1) in a non-equilibrium geometry.

* net charge: +1
* frontier orbital gap (spin up / spin down): 0.278 / 0.277 Eh
* E_tot: -623.39276 Eh
* LUMO level (spin up / spin down): -0.289 / -0.289 Ha

Structure (XYZ):
```
9
Properties=species:S:1:pos:R:3:lowdin_charge:R:1
C -0.193 2.240 0.152 0.202
C 0.826 0.255 1.122 0.018
C 0.341 -0.744 0.294 -0.170
N 0.420 1.472 0.802 0.004
N -0.479 -0.314 -0.660 -0.395
S -1.163 -1.142 -1.791 1.086
H 1.485 0.104 1.968 0.154
H 0.621 -1.783 0.433 0.133
H -1.859 -0.088 -2.317 -0.032
```

=====

(4)
ORCA calculation (wB97M-V/def2-TZVPD) on a molecular structure, C26H36BrN9O3S in a non-equilibrium geometry.

* frontier orbital gap: 0.254 Eh
* E_tot: -4702.72292 Eh
* LUMO level: -0.049 Ha

Structure (XYZ):
```
76
Properties=species:S:1:pos:R:3:lowdin_charge:R:1
C -0.517 -5.605 -0.531 -0.102
C 0.265 -4.274 -1.027 -0.208
C 1.598 -4.420 -1.833 -0.027
C 2.285 -3.119 -2.309 -0.028
C 1.601 -1.765 -1.971 -0.142
C 2.268 -0.374 -2.485 -0.201
O 3.268 -0.012 -1.448 -0.414
S 2.560 1.076 -0.366 0.888
O 3.211 2.413 -0.701 -0.458
O 3.036 0.699 1.222 -0.899
Br 4.830 0.294 1.279 0.767
C 0.281 -1.619 -1.144 -0.023
C -0.398 -2.928 -0.659 -0.038
H 0.202 -6.446 -0.266 0.072
H -1.257 -5.349 0.310 0.075
H -1.163 -5.936 -1.432 0.083
H 2.026 -5.466 -2.055 0.099
H 3.266 -3.164 -2.911 0.059
H 1.463 0.444 -2.610 0.120
H 2.847 -0.515 -3.454 0.084
H -0.169 -0.599 -0.902 0.075
H -1.377 -2.858 -0.045 0.070
C 6.429 -1.191 -3.847 -0.049
C 5.080 -1.637 -4.203 -0.226
N 4.018 -1.987 -4.483 0.141
H 6.890 -0.620 -4.656 0.086
H 6.419 -0.551 -2.961 0.084
H 7.087 -2.036 -3.631 0.086
C 1.291 3.283 2.759 -0.087
C -0.054 2.837 2.404 -0.259
N -1.113 2.488 2.123 0.141
H 1.747 3.858 1.949 0.081
H 1.288 3.922 3.645 0.075
H 1.950 2.438 2.970 0.056
C 2.856 -1.761 3.994 -0.084
C 2.469 -3.064 4.543 -0.277
N 2.167 -4.087 4.974 0.122
H 1.992 -1.217 3.602 0.073
H 3.320 -1.127 4.753 0.082
H 3.572 -1.865 3.176 0.050
C -3.221 3.006 -0.763 -0.074
C -2.808 1.808 -1.498 -0.251
N -2.484 0.867 -2.077 0.139
H -3.809 3.682 -1.389 0.083
H -3.833 2.754 0.106 0.081
H -2.359 3.570 -0.398 0.068
C 5.315 4.929 0.289 -0.075
C 6.777 4.997 0.225 -0.278
N 7.926 5.050 0.175 0.117
H 4.933 4.025 -0.192 0.049
H 4.957 4.922 1.321 0.080
H 4.850 5.783 -0.208 0.083
C -4.486 -0.566 -4.286 -0.085
C -5.834 -1.017 -4.643 -0.269
N -6.893 -1.370 -4.925 0.118
H -4.030 0.015 -5.091 0.083
H -4.497 0.067 -3.396 0.045
H -3.822 -1.408 -4.077 0.084
C -2.369 -0.368 3.783 -0.086
C -2.231 -1.579 2.969 -0.249
N -2.118 -2.527 2.328 0.144
H -2.854 -0.577 4.740 0.078
H -1.397 0.080 4.004 0.054
H -2.967 0.392 3.275 0.076
C -9.691 0.765 -3.778 -0.083
C -8.918 1.776 -3.052 -0.284
N -8.311 2.570 -2.481 0.110
H -9.761 1.000 -4.842 0.082
H -9.235 -0.225 -3.696 0.062
H -10.711 0.685 -3.395 0.078
C -1.038 1.354 6.742 -0.068
C 0.244 1.714 6.130 -0.251
N 1.252 1.988 5.646 0.148
H -1.867 1.486 6.043 0.070
H -1.050 0.311 7.066 0.089
H -1.253 1.968 7.619 0.086
```

=====

(5)
ORCA calculation (wB97M-V/def2-TZVPD) on a molecular structure, C40H36AsCrN3O3S2.

* net charge: -1
* multiplicity: 4
* frontier orbital gap (spin up / spin down): 0.238 / 0.242 Eh
* E_tot: -6012.67124 Eh
* LUMO level (spin up / spin down): 0.083 / 0.083 Ha
* ⟨S²⟩: 3.78

Structure (XYZ):
```
86
Properties=species:S:1:pos:R:3:lowdin_charge:R:1
Cr 0.104 -0.293 0.140 0.497
O 1.147 -0.038 -1.453 -0.327
C 0.738 0.030 -2.757 -0.469
C -0.788 0.300 -2.869 -0.065
C -1.224 1.439 -2.005 -0.212
C -1.625 2.644 -2.563 -0.006
C -2.039 3.673 -1.734 -0.045
C -2.036 3.471 -0.369 -0.011
C -1.593 2.254 0.138 -0.228
C -1.429 2.051 1.607 -0.077
C 0.084 2.069 1.949 -0.476
O 0.768 1.112 1.231 -0.314
C 0.318 1.800 3.436 -0.153
C 1.627 1.508 3.821 -0.016
C 1.927 1.200 5.134 -0.076
C 0.921 1.185 6.095 -0.106
C -0.378 1.477 5.723 -0.093
C -0.677 1.782 4.399 -0.042
C 0.604 3.468 1.585 -0.136
C 1.306 3.645 0.402 -0.005
C 1.688 4.915 -0.008 -0.075
C 1.383 6.023 0.768 -0.109
C 0.690 5.850 1.961 -0.095
C 0.303 4.581 2.363 -0.030
N -1.205 1.259 -0.673 0.129
C 1.048 -1.307 -3.457 -0.120
C 0.365 -1.765 -4.578 -0.045
C 0.676 -2.990 -5.156 -0.104
C 1.681 -3.779 -4.621 -0.126
C 2.368 -3.331 -3.498 -0.091
C 2.053 -2.112 -2.921 -0.011
C 1.508 1.154 -3.470 -0.118
C 1.260 1.496 -4.797 -0.040
C 1.953 2.527 -5.409 -0.095
C 2.920 3.230 -4.701 -0.108
C 3.186 2.881 -3.387 -0.082
C 2.485 1.850 -2.776 -0.008
H -1.293 -0.607 -2.541 0.103
H -1.076 0.516 -3.898 0.103
H -1.596 2.757 -3.638 0.112
H -2.345 4.625 -2.149 0.106
H -2.320 4.253 0.322 0.117
H -1.819 1.078 1.910 0.063
H -1.964 2.838 2.142 0.119
H 2.394 1.478 3.060 0.128
H 2.941 0.940 5.405 0.101
H 1.147 0.911 7.116 0.095
H -1.173 1.435 6.455 0.096
H -1.706 1.972 4.127 0.103
H 1.529 2.770 -0.189 0.102
H 2.220 5.035 -0.943 0.092
H 1.684 7.013 0.452 0.090
H 0.457 6.707 2.582 0.093
H -0.229 4.450 3.299 0.115
H -0.438 -1.178 -5.004 0.102
H 0.123 -3.329 -6.024 0.097
H 1.926 -4.732 -5.070 0.095
H 3.151 -3.940 -3.063 0.103
H 2.558 -1.770 -2.029 0.100
H 0.524 0.946 -5.370 0.101
H 1.744 2.779 -6.441 0.093
H 3.466 4.035 -5.176 0.092
H 3.948 3.411 -2.830 0.099
H 2.687 1.553 -1.757 0.116
S 2.025 -1.533 0.871 0.718
C 1.620 -1.800 2.538 -0.724
C 2.705 -2.157 3.420 -0.282
N 3.572 -2.438 4.123 0.143
C 0.362 -1.709 3.043 -0.707
S -1.037 -1.356 2.057 0.682
C 0.112 -1.990 4.434 -0.285
N -0.120 -2.256 5.530 0.149
C 0.368 -4.300 0.405 -0.219
As -0.986 -3.413 -0.608 1.007
C -0.939 -4.255 -2.328 -0.189
C -2.669 -3.899 0.167 -0.217
O -0.880 -1.780 -0.938 -0.582
H 0.085 -5.353 0.438 0.044
H 0.422 -3.874 1.403 0.008
H 1.324 -4.168 -0.099 0.024
H -1.097 -5.329 -2.239 0.040
H 0.033 -4.051 -2.781 0.005
H -1.716 -3.809 -2.950 0.048
H -2.882 -4.942 -0.070 0.035
H -3.435 -3.251 -0.262 0.044
H -2.621 -3.740 1.242 0.012
```

=====

(6)
ORCA calculation (wB97M-V/def2-TZVPD) on 3 unconnected molecules or ions with the total composition C21H36F6N4O9P in a non-equilibrium geometry.

* net charge: +1
* frontier orbital gap: 0.308 Eh
* E_tot: -2658.31638 Eh
* LUMO level: -0.139 Ha

Structure (XYZ):
```
77
Properties=species:S:1:pos:R:3:lowdin_charge:R:1
C -0.684 2.062 2.906 0.132
C 0.354 1.461 2.820 -0.110
C 1.724 0.895 2.651 -0.110
C 2.108 0.659 1.178 -0.406
C 3.682 0.740 1.117 -0.108
C 4.254 2.142 1.421 -0.086
C 4.748 2.907 0.180 -0.527
N 3.952 4.005 -0.224 0.143
O 5.747 2.620 -0.421 0.093
N 1.588 1.651 0.248 0.053
C 1.995 1.403 -1.127 -0.160
C 1.785 -0.057 -1.651 -0.206
P 3.036 -0.258 -3.024 0.516
O 2.953 0.887 -3.922 -0.237
O 2.791 -1.641 -3.830 -0.110
O 4.542 -0.371 -2.388 -0.096
N 2.019 -1.155 -0.657 0.119
C 1.771 -0.835 0.792 -0.175
C 0.393 -1.363 1.264 -0.078
C -0.833 -0.719 0.595 -0.354
O -0.953 -1.028 -0.792 -0.045
C -2.109 -1.334 1.313 -0.201
N -3.314 -1.003 0.545 0.021
H -1.618 2.509 2.628 0.059
H 1.739 -0.067 3.189 0.129
H 2.403 1.556 3.198 0.127
H 4.088 0.288 0.198 0.108
H 4.020 0.079 1.934 0.128
H 3.565 2.793 1.976 0.113
H 5.130 1.996 2.070 0.132
H 3.727 3.947 -1.214 0.101
H 3.055 3.978 0.257 0.077
H 0.575 1.716 0.278 0.111
H 3.028 1.703 -1.353 0.093
H 1.364 2.045 -1.757 0.148
H 0.819 -0.104 -2.169 0.133
H 3.570 -1.744 -4.406 0.110
H 4.689 -1.286 -2.098 0.084
H 1.394 -1.934 -0.899 0.175
H 2.961 -1.540 -0.732 0.156
H 2.512 -1.420 1.363 0.160
H 0.363 -2.438 0.986 0.137
H 0.251 -1.334 2.349 0.129
H -0.927 0.364 0.728 0.120
H -1.123 -1.970 -0.917 0.107
H -1.985 -2.428 1.203 0.129
H -2.191 -1.011 2.360 0.088
H -3.417 -1.617 -0.253 0.066
H -3.236 -0.070 0.150 0.075
C -6.583 -2.160 6.892 -0.057
C -5.107 -2.440 7.080 -0.192
O -4.340 -1.931 5.969 0.032
C -4.051 -0.636 6.007 -0.399
O -4.368 0.126 6.868 0.185
C -3.196 -0.259 4.792 -0.524
F -3.665 -0.793 3.651 0.136
F -1.926 -0.690 4.928 0.147
F -3.136 1.058 4.607 0.162
H -6.928 -2.555 5.936 0.085
H -7.163 -2.616 7.693 0.087
H -6.782 -1.088 6.888 0.080
H -4.933 -3.514 7.103 0.126
H -4.737 -2.031 8.019 0.127
C 0.836 1.202 -5.644 -0.068
C 0.349 -0.208 -5.897 -0.207
O -1.017 -0.218 -6.345 0.027
C -1.207 0.025 -7.642 -0.392
O -0.345 0.243 -8.437 0.182
C -2.700 -0.066 -7.978 -0.544
F -3.454 0.571 -7.071 0.162
F -3.106 -1.344 -8.007 0.165
F -2.971 0.467 -9.164 0.179
H 0.170 1.717 -4.946 0.085
H 1.860 1.191 -5.219 0.036
H 0.845 1.783 -6.567 0.085
H 0.366 -0.781 -4.969 0.103
H 0.988 -0.730 -6.611 0.129
```